Entry 1:
The following is a quantum chemistry calculation of a 7-piece molecular cluster, C28H42O14 overall in a non-equilibrium geometry, from the OMol25 dataset.

HOMO level ... -9.72 eV
Total charge ... 0
Total energy ... -58383.5776 eV
Multiplicity ... 1
Frontier orbital gap ... 10.05 eV
SMILES string ... O=C1CCCO1.O=C1CCCO1.O=C1CCCO1.O=C1CCCO1.O=C1CCCO1.O=C1CCCO1.O=C1CCCO1

Geometry (Å):
O (-7.974, 10.913, 0.425)
O (-13.532, 10.320, 3.432)
O (-9.584, 9.780, -3.641)
O (-17.000, 15.105, 1.364)
O (-13.549, 9.249, 6.965)
O (-15.164, 12.374, -2.659)
O (-7.747, 9.766, 4.427)
O (-13.412, 11.371, -1.771)
O (-11.477, 9.754, 2.859)
O (-7.221, 12.135, -1.238)
O (-14.093, 7.147, 6.447)
O (-10.573, 8.800, -5.374)
O (-15.413, 13.695, 1.988)
O (-6.922, 9.062, 2.486)
C (-12.664, 10.368, 2.609)
C (-10.855, 9.016, -1.859)
C (-14.162, 12.317, -1.774)
C (-11.111, 11.234, 1.105)
C (-15.926, 13.566, -2.481)
C (-14.081, 13.553, -0.953)
C (-15.051, 14.523, -1.679)
C (-14.910, 13.055, 3.172)
C (-16.615, 14.691, 3.740)
C (-9.822, 10.038, -2.258)
C (-10.603, 9.088, -4.215)
C (-4.864, 12.004, -0.965)
C (-12.598, 10.965, 1.222)
C (-13.326, 8.056, 6.382)
C (-11.954, 8.045, 5.700)
C (-12.545, 10.185, 6.602)
C (-7.025, 11.351, -0.173)
C (-7.178, 8.003, 1.529)
C (-15.396, 13.954, 4.321)
C (-11.329, 9.335, 6.249)
C (-7.689, 8.919, 3.588)
C (-8.430, 7.592, 3.536)
C (-6.013, 12.720, -1.721)
C (-11.653, 8.783, -3.134)
C (-7.670, 6.885, 2.427)
C (-5.568, 11.249, 0.159)
C (-16.446, 14.501, 2.243)
C (-10.451, 10.132, 1.905)
H (-12.424, 9.541, -3.282)
H (-16.865, 13.373, -1.962)
H (-13.836, 12.947, 3.083)
H (-6.940, 6.175, 2.817)
H (-10.918, 11.282, 0.034)
H (-5.236, 10.218, 0.270)
H (-12.908, 10.207, 0.505)
H (-9.510, 10.399, 2.374)
H (-11.389, 7.235, 6.160)
H (-11.567, 9.403, -1.126)
H (-7.888, 8.336, 0.773)
H (-17.525, 14.248, 4.142)
H (-10.726, 9.834, 5.489)
H (-6.239, 7.770, 1.031)
H (-12.043, 7.984, 4.622)
H (-4.340, 11.334, -1.646)
H (-14.607, 14.687, 4.511)
H (-13.155, 11.892, 1.150)
H (-14.500, 15.257, -2.266)
H (-10.728, 9.101, 7.124)
H (-10.147, 11.077, -2.162)
H (-5.408, 11.676, 1.151)
H (-10.456, 8.090, -1.446)
H (-4.131, 12.727, -0.611)
H (-8.440, 7.131, 4.518)
H (-5.880, 12.597, -2.792)
H (-16.157, 14.054, -3.427)
H (-12.276, 10.814, 7.453)
H (-15.574, 13.385, 5.229)
H (-13.066, 13.952, -0.974)
H (-10.264, 9.281, 1.240)
H (-6.037, 13.776, -1.454)
H (-12.869, 10.827, 5.782)
H (-15.377, 12.073, 3.246)
H (-10.833, 12.193, 1.550)
H (-8.960, 9.917, -1.605)
H (-15.600, 15.104, -0.936)
H (-16.627, 15.764, 3.901)
H (-8.333, 6.197, 1.884)
H (-9.463, 7.822, 3.261)
H (-12.022, 7.768, -3.242)
H (-14.323, 13.453, 0.103)

Entry 2:
The following is a quantum chemistry calculation of a 7-piece molecular cluster, C28H42O21 overall in a non-equilibrium geometry, from the OMol25 dataset.

HOMO level ... -10.70 eV
Total charge ... 0
Total energy ... -72716.1922 eV
Multiplicity ... 1
Frontier orbital gap ... 10.80 eV
SMILES string ... C[C@H]1COC(=O)O1.C[C@H]1COC(=O)O1.C[C@H]1COC(=O)O1.C[C@H]1COC(=O)O1.C[C@H]1COC(=O)O1.C[C@H]1COC(=O)O1.C[C@H]1COC(=O)O1

Geometry (Å):
O (-5.066, 1.820, -2.977)
O (-2.361, -6.185, 2.954)
O (-1.787, 0.476, -2.889)
O (2.888, 1.736, -3.972)
O (0.376, -0.595, 3.562)
O (1.153, 3.096, -4.334)
O (-4.630, 3.960, -3.505)
O (2.146, -1.664, 2.729)
O (-1.311, 0.690, -0.671)
O (1.177, 1.909, -2.519)
O (2.753, 0.908, 0.858)
O (2.055, -0.405, -0.834)
O (1.868, 4.717, 3.080)
O (-1.675, -4.783, 1.407)
O (4.226, -0.144, -0.464)
O (-4.508, 2.372, -5.062)
O (-1.654, -7.008, 1.013)
O (-1.967, -1.262, -1.503)
O (2.346, -0.582, 4.638)
O (-0.023, 4.758, 1.937)
O (0.696, 6.638, 2.885)
C (-1.819, -1.456, -0.105)
C (-1.890, -6.074, 1.705)
C (0.845, 5.479, 2.670)
C (1.754, 3.370, 2.617)
C (4.416, -1.903, 2.014)
C (3.439, -1.992, 3.178)
C (-2.028, -3.917, 2.468)
C (0.352, 3.411, 1.916)
C (4.161, -0.828, -1.743)
C (5.060, -2.040, -1.690)
C (-4.739, 2.821, -3.815)
C (0.170, 3.716, -3.517)
C (2.665, -1.068, -1.922)
C (-3.947, 0.139, -5.986)
C (-2.624, -4.896, 3.545)
C (1.529, -0.869, 3.627)
C (2.965, 0.191, -0.064)
C (3.657, -1.102, 4.434)
C (-1.193, 3.806, -4.189)
C (-4.885, 0.996, -5.174)
C (0.200, 2.867, -2.201)
C (-1.919, 0.418, 1.653)
C (1.836, 2.181, -3.640)
C (-4.948, 0.592, -3.687)
C (1.772, 2.384, 3.778)
C (-2.091, -4.925, 4.945)
C (-1.204, -0.180, 0.465)
C (-1.680, 0.038, -1.782)
H (-0.373, 2.728, 2.361)
H (-2.648, -5.630, 5.560)
H (-5.898, 0.080, -3.502)
H (-2.859, -3.302, 2.138)
H (2.464, 3.133, 1.829)
H (-1.197, -3.402, 2.945)
H (4.548, -0.093, -2.450)
H (5.451, -2.163, 2.224)
H (6.035, -1.697, -1.344)
H (2.790, 2.341, 4.163)
H (-4.158, -0.107, -3.414)
H (-3.920, 0.445, -7.033)
H (4.660, -2.737, -0.951)
H (-0.751, 2.399, -1.987)
H (2.441, -2.138, -1.923)
H (-4.319, -0.885, -5.969)
H (-1.485, 2.768, -4.365)
H (-2.788, 1.025, 1.397)
H (-1.197, -2.339, 0.085)
H (-1.279, 1.039, 2.277)
H (1.490, 1.409, 3.383)
H (-2.067, -3.955, 5.442)
H (-1.108, 4.327, -5.141)
H (-2.934, 0.234, -5.597)
H (1.050, 2.734, 4.512)
H (4.069, -2.659, 1.303)
H (0.473, 4.735, -3.262)
H (-1.060, -5.292, 4.969)
H (-0.159, -0.413, 0.668)
H (-1.894, 4.324, -3.539)
H (5.193, -2.520, -2.657)
H (4.347, -0.938, 1.512)
H (-3.715, -4.839, 3.581)
H (0.549, 3.042, 0.909)
H (3.545, -2.990, 3.618)
H (4.368, -0.284, 4.289)
H (-2.269, -0.375, 2.317)
H (0.442, 3.531, -1.373)
H (-5.914, 1.006, -5.548)
H (2.288, -0.694, -2.873)
H (-2.772, -1.842, 0.279)
H (4.005, -1.617, 5.327)

Entry 3:
The following is a quantum chemistry calculation of C28H43AsN6O5RuS5Si as an isolated structure, from the OMol25 dataset.

HOMO level (spin up / spin down) ... -3.71 / -5.03 eV
Total charge ... -1
Total energy ... -174397.3832 eV
Multiplicity ... 6
Frontier orbital gap (spin up / spin down) ... 5.94 / 6.47 eV

Geometry (Å):
Ru (0.554, -0.763, -0.089)
As (-0.881, -5.134, -2.695)
S (-1.360, -4.761, -4.710)
S (-0.237, -2.902, -0.039)
S (-1.284, -3.055, -1.812)
S (2.563, -2.650, 1.858)
S (1.003, -5.938, -2.166)
Si (-1.987, 1.272, 0.543)
O (-1.184, 1.894, 1.835)
O (-2.131, 2.521, -0.506)
O (0.098, 0.709, -3.285)
O (-3.465, 0.776, 1.066)
O (-1.189, 0.104, -0.200)
N (2.330, -1.302, 0.834)
N (1.289, -1.003, -2.275)
N (1.501, -2.382, -4.045)
N (4.474, -0.528, 1.488)
N (1.605, 1.083, -0.070)
N (2.503, -3.009, -2.023)
C (-2.870, 3.736, -0.435)
C (4.261, -2.931, 1.513)
C (3.217, 3.325, -0.022)
C (-0.973, 1.380, 3.149)
C (3.215, -0.277, 0.957)
C (-2.059, 4.760, -1.221)
C (-2.207, 1.686, 3.993)
C (3.681, 2.156, 0.521)
C (-4.257, -0.318, -0.974)
C (-4.280, -0.293, 0.551)
C (1.926, -3.522, -4.833)
C (-5.689, -0.005, 1.055)
C (-3.056, 4.201, 1.006)
C (6.432, -1.940, 1.190)
C (-0.700, -0.120, 3.126)
C (1.767, -2.163, -2.757)
C (0.625, -0.379, -3.314)
C (1.947, 3.371, -0.615)
C (6.993, -3.207, 1.131)
C (1.183, 2.218, -0.614)
C (-3.770, -1.613, 1.113)
C (4.822, -4.195, 1.409)
C (0.246, 2.121, 3.686)
C (2.859, 1.001, 0.487)
C (5.064, -1.796, 1.388)
C (-4.228, 3.509, -1.091)
C (6.191, -4.336, 1.235)
C (0.662, -1.308, -4.525)
H (1.109, 1.924, 3.046)
H (1.564, 4.272, -1.071)
H (-2.578, 5.721, -1.261)
H (2.347, -3.999, -2.213)
H (1.084, -0.801, -5.394)
H (0.481, 1.798, 4.703)
H (-2.396, 2.761, 3.996)
H (8.060, -3.310, 0.983)
H (4.178, -5.063, 1.470)
H (-3.252, -0.525, -1.344)
H (-2.746, -1.798, 0.786)
H (-3.079, 1.182, 3.576)
H (0.057, 3.196, 3.690)
H (-6.046, 0.947, 0.657)
H (-1.896, 4.401, -2.237)
H (7.055, -1.058, 1.084)
H (-0.575, -0.495, 4.144)
H (-0.345, -1.669, -4.755)
H (-4.802, 2.784, -0.513)
H (-1.088, 4.904, -0.744)
H (1.780, -4.454, -4.287)
H (-5.691, 0.054, 2.145)
H (-3.607, 5.144, 1.021)
H (-4.592, 0.638, -1.378)
H (3.837, 4.212, 0.008)
H (-3.799, -1.592, 2.206)
H (-2.060, 1.353, 5.023)
H (-2.089, 4.344, 1.490)
H (-3.619, 3.461, 1.578)
H (0.202, 2.186, -1.071)
H (-4.922, -1.102, -1.340)
H (2.486, -2.793, -1.034)
H (0.221, -0.333, 2.576)
H (6.628, -5.324, 1.166)
H (-4.391, -2.442, 0.765)
H (-4.092, 3.121, -2.102)
H (5.123, 0.237, 1.407)
H (2.976, -3.422, -5.123)
H (-4.793, 4.442, -1.142)
H (-1.520, -0.666, 2.657)
H (4.658, 2.131, 0.986)
H (1.302, -3.570, -5.721)
H (-6.375, -0.794, 0.744)

Entry 4:
The following is a quantum chemistry calculation of C28H43BrMnN2P2S as an isolated structure in a non-equilibrium geometry, from the OMol25 dataset.

HOMO level (spin up / spin down) ... -13.72 / -14.04 eV
Total charge ... +2
Total energy ... -163475.8913 eV
Multiplicity ... 6
Frontier orbital gap (spin up / spin down) ... 7.09 / 7.26 eV

Geometry (Å):
Br (-5.382, -0.189, -1.647)
Mn (-0.105, -0.342, -0.273)
S (0.183, -3.884, 2.641)
P (-1.926, 0.482, 1.202)
P (1.766, 1.405, 0.117)
N (0.438, -1.695, 1.292)
N (5.390, -2.690, -2.343)
C (-2.847, -1.063, 1.585)
C (0.494, -1.219, -2.564)
C (0.517, 3.035, -1.874)
C (-4.033, 2.409, 0.682)
C (-3.598, -0.713, -2.266)
C (0.922, -2.497, 3.423)
C (-4.359, -0.933, 1.623)
C (1.777, 2.409, 2.828)
C (-1.736, -2.216, -2.179)
C (1.010, 3.002, -0.427)
C (3.323, -1.758, -3.131)
C (-2.923, 0.156, -3.129)
C (4.714, -1.925, -3.197)
C (-0.949, -1.187, -2.745)
C (-1.626, 1.420, 2.745)
C (1.176, -2.322, -2.071)
C (4.391, 0.470, -0.484)
C (2.606, -2.445, -2.121)
C (4.729, -3.341, -1.376)
C (-2.884, 1.588, 0.105)
C (3.182, 1.213, -1.053)
C (-0.030, -2.965, 1.219)
C (-2.840, 1.419, 3.668)
C (2.632, 1.822, 1.708)
C (-3.064, -1.926, -1.839)
C (1.017, -1.445, 2.555)
C (-1.585, -0.102, -3.413)
C (3.346, -3.230, -1.196)
H (2.812, -1.166, -3.900)
H (-1.032, 0.550, -4.095)
H (2.855, -3.760, -0.380)
H (0.991, 3.081, 2.466)
H (1.488, -0.487, 2.761)
H (0.168, 3.178, 0.266)
H (1.767, 3.786, -0.255)
H (1.292, 2.729, -2.587)
H (-1.315, 2.449, 2.495)
H (4.812, 0.947, 0.411)
H (3.457, 2.517, 1.455)
H (-3.451, 1.041, -3.493)
H (0.633, -3.113, -1.531)
H (-2.639, 2.019, 4.567)
H (5.317, -4.001, -0.732)
H (-4.813, -1.882, 1.937)
H (-3.268, 0.970, -0.716)
H (-3.715, 1.857, 3.172)
H (5.184, 0.428, -1.241)
H (1.307, 1.626, 3.438)
H (-3.672, -2.594, -1.237)
H (-2.572, -1.807, 0.823)
H (-0.452, -3.396, 0.313)
H (-0.365, 2.398, -2.033)
H (4.136, -0.569, -0.239)
H (-3.657, 3.209, 1.334)
H (5.268, -1.422, -4.002)
H (-3.088, 0.399, 3.995)
H (-4.749, -0.714, 0.618)
H (2.410, 2.986, 3.516)
H (-4.577, 2.881, -0.150)
H (-4.760, 1.797, 1.230)
H (1.257, -2.499, 4.459)
H (3.101, 0.881, 2.050)
H (1.038, -0.400, -3.046)
H (-4.700, -0.154, 2.311)
H (-2.159, 2.270, -0.374)
H (0.218, 4.058, -2.136)
H (2.793, 0.654, -1.924)
H (3.470, 2.220, -1.405)
H (-1.306, -3.202, -1.987)
H (-2.451, -1.481, 2.525)
H (-0.757, 0.974, 3.253)